No. 1
{"formula": "C15H23N3O3", "method": "ωB97M-V/def2-TZVPD", "smiles": "CCN(CC)C[C@@H](O)CN1C(=O)[C@@H](C)Oc2cccnc21", "gap_ev": 7.79, "fmax_ev_per_a": 4.0, "homo_energy_ev": -7.57, "relative_energy_kj_mol": 470.1, "elements": ["O", "N", "O", "O", "C", "C", "C", "C", "C", "C", "N", "N", "C", "C", "C", "C", "C", "C", "C", "C", "C", "H", "H", "H", "H", "H", "H", "H", "H", "H", "H", "H", "H", "H", "H", "H", "H", "H", "H", "H", "H", "H", "H", "H"], "xyz": [[-1.003, 2.430, -0.974], [2.545, -0.397, -1.595], [-0.672, -0.315, -3.368], [1.932, -0.400, 0.984], [-0.513, 1.527, -1.643], [2.912, -1.613, -2.019], [1.374, 0.060, -2.087], [2.376, -2.292, -3.052], [1.223, -1.766, -3.643], [0.722, -0.587, -3.115], [0.839, 1.199, -1.399], [-0.558, -0.176, 2.536], [-1.792, 1.746, -3.788], [-2.017, -1.962, 1.720], [-0.311, 0.910, 4.720], [-1.348, 0.752, -2.677], [-0.726, -1.692, 2.393], [-1.261, 0.491, 3.661], [1.465, 1.696, -0.123], [-0.253, 0.550, 1.306], [1.215, 0.845, 1.072], [2.190, -0.383, 0.002], [3.668, -2.244, -1.540], [2.810, -3.282, -3.258], [0.697, -2.358, -4.412], [-2.265, 2.628, -3.415], [-0.960, 1.998, -4.554], [-2.454, 1.209, -4.417], [-1.905, -1.556, 0.667], [-2.141, -3.087, 1.672], [-2.909, -1.468, 2.282], [-0.892, 1.499, 5.469], [0.529, 1.549, 4.282], [0.052, -0.097, 5.136], [-2.234, 0.332, -2.258], [-0.791, -2.169, 3.303], [0.003, -2.160, 1.785], [-2.053, -0.256, 4.073], [-1.744, 1.380, 3.186], [1.214, 2.656, 0.122], [2.582, 1.782, -0.365], [-0.660, 1.579, 1.062], [-0.498, -0.063, 0.415], [1.614, 1.502, 1.857]], "forces_ev_per_angstrom": [[-0.1, -0.9, -1.2], [-1.1, -0.9, -0.6], [2.0, -0.3, 0.2], [0.0, 1.0, -1.2], [0.7, 0.7, 1.6], [1.5, -0.1, 0.7], [1.5, 1.1, 1.5], [-1.0, -0.6, -1.2], [0.1, -0.5, -0.4], [-3.3, -0.3, -0.1], [-1.3, -0.8, -1.0], [0.4, -1.1, -0.1], [1.9, -0.4, -1.0], [-1.9, -0.3, -1.0], [0.8, -0.4, 0.9], [1.8, 1.5, -1.8], [-1.0, 3.4, -1.2], [-1.1, -0.9, -2.3], [2.6, -1.9, -2.5], [0.2, 0.5, -0.7], [0.9, -1.2, 0.9], [0.3, -0.6, 1.9], [0.3, 1.3, 0.6], [-0.6, 0.6, -0.3], [0.1, 0.7, 0.5], [-0.2, 0.5, 0.3], [-0.9, -0.2, 1.8], [-1.1, -0.5, -0.5], [-0.8, -0.5, 1.1], [-0.3, 1.2, -0.1], [1.4, -0.9, -1.2], [0.7, -0.5, -0.1], [-1.0, -1.0, 0.8], [0.1, 1.9, -0.1], [-0.4, -0.3, 0.8], [0.5, -0.6, 2.5], [1.4, 0.1, -0.3], [1.1, 1.5, -0.6], [-0.2, -0.6, 0.6], [-1.4, 2.5, -0.1], [-1.4, -0.4, 0.5], [-0.9, -1.2, 1.3], [-0.4, 0.1, 0.4], [0.1, -0.5, 0.5]], "mulliken_charge": [-0.656, -0.587, -0.465, -0.731, 0.354, -0.345, 0.550, -0.312, -0.479, 0.476, 0.242, 0.601, -1.491, -0.682, -1.009, 0.460, -0.904, -0.604, -1.832, -0.598, 0.918, 0.495, 0.309, 0.335, 0.401, 0.382, 0.280, 0.467, 0.093, 0.384, 0.194, 0.390, 0.199, 0.228, 0.326, 0.535, 0.300, 0.369, 0.314, 0.617, 0.336, 0.299, -0.339, 0.180]}

***

No. 2
{"formula": "C3H7NO", "method": "ωB97M-V/def2-TZVPD", "smiles": "C=CN.C=O", "gap_ev": 8.04, "fmax_ev_per_a": 2.4, "homo_energy_ev": -7.43, "relative_energy_kj_mol": 323.1, "elements": ["O", "C", "H", "H", "C", "C", "N", "H", "H", "H", "H", "H"], "xyz": [[-0.394, -1.116, -1.636], [-1.131, -1.269, -2.566], [-0.896, -0.926, -3.586], [-2.066, -1.857, -2.505], [1.729, 0.787, 1.553], [0.524, 0.196, 1.352], [-0.688, 0.810, 1.126], [1.897, 1.652, 2.175], [2.509, 0.295, 0.990], [0.613, -0.859, 1.106], [-0.754, 1.703, 1.583], [-1.343, 0.582, 0.408]], "forces_ev_per_angstrom": [[-0.1, 0.2, 0.1], [0.0, -0.6, -0.4], [0.2, 0.3, 0.0], [-0.1, 0.1, 0.3], [-0.9, -0.7, 0.5], [1.0, 0.1, -2.1], [0.0, 0.3, 2.4], [0.0, 0.7, -0.7], [0.7, -0.4, 1.1], [-0.5, 0.2, -0.8], [-0.4, 0.2, -0.5], [0.1, -0.5, 0.0]], "mulliken_charge": [-0.363, -0.086, 0.225, 0.218, -0.784, 0.032, -0.424, 0.278, 0.202, 0.307, 0.195, 0.199]}

***

No. 3
{"formula": "C3H7O2", "method": "ωB97M-V/def2-TZVPD", "charge": -1, "smiles": "[O-]CCCO", "gap_ev": 6.10, "fmax_ev_per_a": 1.5, "homo_energy_ev": -2.23, "relative_energy_kj_mol": 229.4, "elements": ["C", "C", "O", "C", "O", "H", "H", "H", "H", "H", "H", "H"], "xyz": [[0.163, -0.559, 0.215], [-0.665, 0.699, 0.446], [-1.167, 0.873, 1.797], [0.918, -0.353, -1.200], [1.403, -1.464, -1.736], [0.957, -0.689, 0.958], [-0.487, -1.433, 0.272], [-1.508, 0.716, -0.256], [-0.102, 1.608, 0.235], [-1.314, -0.006, 2.108], [1.683, 0.465, -1.037], [0.119, 0.143, -1.801]], "forces_ev_per_angstrom": [[0.7, 1.3, -0.3], [0.0, 0.0, 0.3], [0.2, 0.7, -0.5], [-0.6, -0.9, 0.4], [0.2, -0.1, -0.1], [-0.1, 0.1, 0.2], [0.1, -0.2, -0.5], [-0.1, -0.2, 0.1], [0.3, -0.1, 0.0], [-0.2, -0.9, 0.5], [-0.2, -0.1, 0.3], [-0.1, 0.2, -0.4]], "mulliken_charge": [-0.508, -0.405, -0.521, -0.403, -0.873, 0.259, 0.350, 0.235, 0.265, 0.301, 0.161, 0.137]}

***

The following LUMO level values (in eV) correspond, in order, to the records above: 0.22, 0.61, 3.87.